(1)
{
  "formula": "C23H17O4S4Tl",
  "method": "ωB97M-V with the def2-TZVPD basis set",
  "elements": ["Tl", "C", "C", "C", "C", "C", "C", "H", "H", "H", "H", "H", "H", "O", "C", "C", "O", "O", "C", "C", "C", "C", "C", "C", "C", "C", "C", "C", "C", "C", "H", "H", "H", "H", "H", "H", "H", "H", "H", "H", "H", "O", "C", "S", "C", "C", "S", "S", "S"],
  "xyz": [[-1.97348, -0.11875, 0.11963], [-6.61685, 1.30805, 1.83891], [-6.12161, 1.89593, 2.99382], [-5.11350, 1.26828, 3.72226], [-4.68067, -0.01106, 3.33593], [-5.12275, -0.52771, 2.12493], [-6.11068, 0.11693, 1.35343], [-7.46181, 1.73093, 1.31027], [-6.46995, 2.88027, 3.34682], [-4.71949, 1.62631, 4.67491], [-3.88702, -0.54926, 3.86757], [-4.68010, -1.42893, 1.79999], [-6.46123, -0.23677, 0.42334], [0.63374, -0.13863, 0.69271], [1.52082, -1.13565, 0.13470], [0.75949, -2.48026, 0.08348], [1.44099, -3.48755, -0.02960], [-0.49373, -2.38685, 0.11559], [2.73793, -1.21069, 1.10192], [3.71170, -0.26896, 0.93034], [4.87000, -0.24424, 1.69368], [4.95690, -1.12390, 2.78835], [4.01234, -2.12971, 2.94596], [2.89027, -2.13397, 2.10474], [1.96597, -0.88807, -1.29973], [3.15162, -1.49966, -1.72408], [3.50543, -1.45745, -3.08535], [2.75486, -0.78565, -3.98874], [1.55162, -0.18281, -3.57440], [1.17400, -0.25393, -2.23589], [0.89636, 0.78095, 0.42561], [3.64348, 0.50310, 0.14264], [5.64126, 0.52480, 1.58325], [5.91729, -1.07406, 3.32182], [4.19986, -2.88725, 3.74341], [2.19329, -2.93294, 2.20922], [3.64079, -2.14021, -1.03627], [4.41884, -2.00742, -3.35603], [3.01349, -0.78168, -5.07281], [0.89764, 0.36657, -4.18363], [0.22207, 0.18995, -1.92450], [0.23896, 4.65089, -5.08546], [-0.18281, 3.92091, -4.19468], [0.28216, 4.02029, -2.48652], [-0.78572, 2.80538, -1.83348], [-1.43015, 2.06060, -2.76383], [-2.47156, 0.62246, -2.59386], [-1.26510, 2.60632, -4.44971], [-0.79498, 2.62510, -0.01069]],
  "atomic_forces_ev_per_a": [[-0.211, -0.031, 0.238], [-0.490, 0.010, -0.125], [0.408, 0.657, 0.704], [-0.138, -1.252, 0.442], [0.208, 0.706, -0.622], [-0.752, 0.546, -0.110], [1.106, 0.284, 1.873], [0.142, 0.400, -0.033], [-0.011, -0.583, -0.338], [-0.209, 0.437, -0.397], [-0.421, 0.334, -0.074], [0.294, -0.897, -0.492], [-0.174, -0.635, -0.801], [0.829, 0.436, -0.857], [0.381, 0.537, 1.074], [-1.642, 0.516, 0.053], [1.004, -1.122, -0.052], [0.075, -0.005, -0.029], [-1.081, 0.067, -0.999], [1.582, 1.826, -0.737], [-0.617, 0.008, 1.382], [1.317, 0.104, -1.133], [0.216, 0.207, 0.564], [0.668, -0.795, 0.893], [0.692, -0.507, 0.289], [-1.203, 0.339, -1.328], [1.451, -1.091, 1.893], [-1.541, 0.924, -1.905], [1.111, -0.623, 1.357], [-0.498, 0.503, -0.008], [-0.336, -0.785, 0.126], [-0.222, -0.631, 0.339], [-0.332, -0.281, -0.226], [-0.647, -0.303, 0.266], [-0.551, 0.574, -0.781], [-0.538, -0.356, -0.034], [0.730, -0.324, 0.402], [-0.433, 0.321, -0.169], [-0.083, 0.080, 0.955], [-0.582, 0.482, -1.198], [0.368, -0.115, -0.210], [-0.132, -0.241, 0.538], [0.693, 0.584, -0.147], [0.124, 0.720, -0.159], [-0.161, -0.837, 1.024], [-0.653, -0.426, 0.122], [0.524, 0.735, -0.044], [-0.388, -0.603, 0.197], [0.121, 0.104, -1.722]],
  "total_energy_ha": -2952.96181,
  "total_charge": -2
}

(2)
{
  "formula": "C23H18BrIN5O3Re",
  "method": "ωB97M-V with the def2-TZVPD basis set",
  "elements": ["Re", "O", "C", "N", "C", "C", "C", "C", "C", "C", "N", "C", "O", "C", "C", "C", "C", "C", "N", "C", "C", "C", "C", "C", "N", "H", "H", "H", "H", "H", "H", "H", "H", "H", "H", "H", "H", "Br", "C", "C", "C", "C", "C", "N", "H", "H", "H", "H", "I", "O", "H", "H"],
  "xyz": [[0.19135, -0.47780, -1.37122], [-3.31666, -0.42766, -3.26218], [-2.34983, -0.06095, -2.66531], [-1.72349, -0.72700, -1.57922], [-2.52193, -1.14996, -0.49418], [-3.90082, -1.34159, -0.49037], [-4.50004, -1.75699, 0.68459], [-3.74236, -1.97796, 1.83387], [-2.37284, -1.78261, 1.83789], [-1.76354, -1.35421, 0.65994], [-0.40223, -1.11686, 0.42825], [0.56954, -1.57764, 1.30932], [0.51126, -1.58550, 2.51262], [1.71446, -2.17223, 0.54445], [2.71395, -2.86913, 1.17718], [3.66120, -3.52186, 0.39393], [3.54858, -3.44923, -0.97972], [2.52142, -2.70166, -1.54235], [1.62228, -2.06646, -0.79526], [-1.66658, 1.25338, -2.89081], [-2.17973, 2.23469, -3.70248], [-1.52104, 3.45768, -3.74902], [-0.39155, 3.63722, -2.97205], [0.07272, 2.58590, -2.19549], [-0.54910, 1.40975, -2.16188], [-4.48103, -1.20048, -1.38913], [-5.56840, -1.92222, 0.70458], [-4.22823, -2.30528, 2.74314], [-1.79084, -1.94295, 2.73229], [2.71895, -2.91067, 2.25723], [4.45890, -4.08856, 0.85451], [4.24651, -3.95683, -1.62964], [2.41985, -2.59848, -2.61270], [-3.07858, 2.02799, -4.26655], [-1.89312, 4.25813, -4.37351], [0.14446, 4.57514, -2.96414], [0.96205, 2.68922, -1.59240], [4.23535, 1.86856, 1.66655], [2.52337, 1.97273, 2.45902], [2.37548, 2.36698, 3.77543], [1.09043, 2.40240, 4.29124], [0.01546, 2.05483, 3.48651], [0.26747, 1.67622, 2.18441], [1.50574, 1.63426, 1.67760], [3.23784, 2.63289, 4.36787], [0.93113, 2.69794, 5.31952], [-0.99682, 2.06741, 3.86253], [-0.52960, 1.38261, 1.51212], [1.08545, -0.61824, -3.94385], [1.88329, 0.60649, -0.65396], [1.78670, 1.09433, 0.27519], [2.45317, 1.07427, -1.27435]],
  "atomic_forces_ev_per_a": [[0.100, -0.001, -0.185], [-0.024, 0.001, -0.020], [0.049, -0.002, 0.042], [0.031, -0.081, 0.118], [0.005, 0.001, -0.013], [-0.016, -0.009, 0.027], [0.018, 0.004, -0.006], [0.015, 0.003, 0.010], [-0.004, 0.001, 0.000], [-0.071, -0.019, 0.001], [-0.065, 0.023, 0.066], [-0.020, -0.018, -0.025], [-0.007, -0.006, 0.010], [0.041, -0.023, 0.026], [0.019, -0.016, -0.015], [-0.013, 0.011, 0.006], [0.000, -0.006, 0.018], [0.014, -0.007, -0.051], [-0.110, 0.089, -0.008], [-0.011, 0.004, -0.012], [-0.013, -0.041, 0.006], [0.002, 0.017, -0.007], [0.016, -0.012, 0.013], [-0.031, -0.006, -0.031], [0.079, 0.017, 0.055], [0.002, 0.002, -0.004], [-0.001, 0.000, 0.003], [-0.017, -0.001, -0.009], [0.009, 0.005, -0.007], [-0.007, 0.005, 0.002], [0.002, -0.001, -0.002], [-0.004, 0.003, -0.008], [0.003, 0.002, 0.009], [0.001, 0.012, -0.003], [0.003, 0.003, 0.000], [-0.009, 0.007, -0.006], [0.003, 0.004, -0.004], [0.009, 0.036, 0.061], [-0.104, -0.101, -0.121], [0.043, 0.013, -0.010], [-0.006, 0.009, 0.026], [0.001, -0.007, -0.008], [0.011, 0.022, -0.005], [0.066, 0.027, 0.035], [0.000, -0.009, 0.003], [0.009, 0.007, 0.002], [-0.006, 0.000, -0.008], [-0.008, -0.010, 0.017], [0.024, -0.010, 0.017], [-0.119, 0.094, 0.042], [0.035, -0.048, -0.080], [0.054, 0.012, 0.034]],
  "multiplicity": 2,
  "total_energy_ha": -4336.66365,
  "s2": 0.765,
  "total_charge": 1
}

(3)
{
  "formula": "C23H18BrIrN3O2S2",
  "method": "ωB97M-V with the def2-TZVPD basis set",
  "elements": ["Ir", "O", "C", "C", "C", "C", "C", "C", "C", "O", "N", "N", "C", "C", "Br", "C", "C", "C", "C", "C", "C", "C", "H", "H", "H", "H", "H", "H", "H", "H", "H", "H", "H", "H", "H", "H", "S", "C", "N", "C", "C", "C", "C", "C", "C", "S", "H", "H", "H", "H"],
  "xyz": [[0.20727, -0.52656, -2.20605], [3.87546, 2.65899, -1.91000], [4.45289, 1.62170, -1.24924], [5.83930, 1.62198, -1.16001], [6.48527, 0.59184, -0.50424], [5.76206, -0.44908, 0.06950], [4.38217, -0.43980, 0.00415], [3.71198, 0.60110, -0.63522], [2.21042, 0.72653, -0.64351], [1.73049, 0.57365, -1.97816], [1.57224, -0.25178, 0.22711], [0.39435, -0.76713, -0.20188], [-0.39522, -1.47559, 0.53701], [-1.54564, -2.14470, -0.00231], [-1.66174, -2.18954, -1.92960], [-2.49266, -2.82458, 0.67425], [-2.65704, -2.87114, 2.11468], [-3.17171, -4.04821, 2.67254], [-3.30268, -4.16461, 4.04370], [-2.96369, -3.09652, 4.86516], [-2.50304, -1.90382, 4.31783], [-2.34710, -1.78828, 2.94966], [3.00227, 2.42685, -2.23822], [6.38185, 2.43354, -1.62492], [7.56487, 0.59151, -0.44035], [6.27409, -1.25679, 0.57272], [3.82679, -1.24696, 0.46416], [1.92801, 1.74522, -0.33591], [1.75001, -0.23752, 1.22209], [-0.16844, -1.63326, 1.58762], [-3.19340, -3.41987, 0.09573], [-3.44703, -4.87477, 2.02933], [-3.68236, -5.08131, 4.47280], [-3.08401, -3.18373, 5.93655], [-2.28918, -1.06090, 4.96052], [-2.05904, -0.83547, 2.52168], [0.08098, -0.25880, -4.53322], [-0.95442, 0.99587, -3.98827], [-0.96704, 0.93786, -2.66061], [-1.70453, 1.93871, -2.03814], [-1.88639, 2.15914, -0.67968], [-2.68078, 3.22687, -0.31017], [-3.27901, 4.04765, -1.27214], [-3.09722, 3.82491, -2.62571], [-2.29546, 2.75756, -3.00551], [-1.88778, 2.25303, -4.64287], [-1.41543, 1.51809, 0.05457], [-2.84262, 3.43640, 0.73796], [-3.89514, 4.87659, -0.95287], [-3.56299, 4.46509, -3.36254]],
  "atomic_forces_ev_per_a": [[-0.199, -0.039, 0.386], [-0.076, 0.110, 0.066], [0.049, -0.145, 0.150], [-0.093, -0.020, -0.052], [-0.002, -0.023, 0.036], [-0.001, -0.015, -0.002], [0.024, -0.082, 0.002], [-0.013, 0.256, -0.042], [0.194, -0.011, 0.183], [0.100, -0.150, -0.185], [0.017, -0.180, -0.115], [0.042, 0.154, 0.205], [-0.061, -0.112, -0.098], [0.063, 0.089, 0.098], [0.155, 0.112, -0.148], [-0.010, -0.039, 0.095], [-0.001, 0.022, -0.103], [-0.015, -0.010, 0.035], [-0.003, -0.003, -0.015], [-0.002, -0.012, 0.004], [0.010, 0.020, -0.024], [-0.008, -0.006, 0.043], [-0.014, -0.056, -0.097], [0.024, -0.013, -0.002], [0.003, 0.019, -0.019], [-0.001, 0.001, 0.003], [-0.011, 0.005, -0.013], [-0.088, 0.005, -0.085], [0.010, 0.085, 0.014], [0.004, 0.005, -0.005], [0.014, -0.016, 0.001], [0.001, 0.001, -0.003], [0.002, 0.000, 0.003], [-0.003, 0.002, 0.000], [-0.002, -0.002, 0.003], [-0.008, 0.000, 0.014], [-0.054, 0.162, -0.276], [0.128, -0.157, -0.151], [-0.228, 0.040, 0.109], [0.133, -0.122, -0.061], [-0.024, 0.025, 0.029], [0.016, -0.022, 0.006], [0.002, 0.000, -0.003], [-0.006, 0.000, -0.033], [-0.039, 0.061, -0.039], [-0.022, 0.051, 0.069], [-0.005, 0.007, 0.010], [-0.001, -0.002, 0.000], [0.000, 0.000, 0.002], [-0.002, 0.002, 0.005]],
  "multiplicity": 2,
  "total_energy_ha": -4676.07463,
  "s2": 0.765,
  "total_charge": 2
}

(4)
{
  "formula": "C23H18BrN3O6Sn",
  "method": "ωB97M-V with the def2-TZVPD basis set",
  "elements": ["Sn", "O", "C", "C", "C", "C", "C", "C", "C", "O", "N", "N", "C", "C", "Br", "C", "C", "C", "C", "C", "C", "C", "H", "H", "H", "H", "H", "H", "H", "H", "H", "H", "H", "H", "H", "H", "O", "C", "C", "C", "C", "C", "C", "C", "O", "N", "O", "O", "H", "H", "H", "H"],
  "xyz": [[-0.05611, 0.92496, 0.87862], [-0.43035, -4.99117, 2.33729], [-1.67378, -4.49585, 1.94185], [-2.69214, -5.40285, 1.74339], [-3.93773, -4.93532, 1.34536], [-4.13903, -3.58234, 1.11339], [-3.10892, -2.68790, 1.29691], [-1.85232, -3.14285, 1.69582], [-0.70304, -2.17200, 1.89661], [-0.95852, -0.89447, 1.80249], [0.30096, -2.69601, 0.81308], [0.89398, -1.92228, 0.07538], [1.89591, -2.42270, -0.76008], [2.50991, -1.60552, -1.63717], [1.91053, 0.12826, -1.91239], [3.68979, -2.15124, -2.28918], [4.53142, -1.64426, -3.24452], [4.21792, -0.58779, -4.16763], [5.17757, -0.14395, -5.02951], [6.46523, -0.70714, -4.99481], [6.79051, -1.76984, -4.14429], [5.83203, -2.25996, -3.30340], [-0.02101, -4.42942, 3.00288], [-2.50342, -6.44617, 1.95524], [-4.76497, -5.62198, 1.23046], [-5.10482, -3.23341, 0.77654], [-3.25305, -1.62950, 1.12808], [-0.14604, -2.40830, 2.82536], [0.48654, -3.71693, 0.78371], [2.20430, -3.46422, -0.68959], [3.98498, -3.11789, -1.88844], [3.21554, -0.19593, -4.22582], [4.94958, 0.62995, -5.74863], [7.22423, -0.31921, -5.66370], [7.77941, -2.20489, -4.16616], [6.05301, -3.08748, -2.64113], [-1.71401, 1.94239, 1.69764], [-2.26160, 3.03845, 1.38887], [-1.83861, 3.96816, 0.41309], [-2.57885, 5.17670, 0.33260], [-2.19424, 6.11636, -0.56768], [-1.09792, 5.92054, -1.42346], [-0.38195, 4.75344, -1.37556], [-0.73455, 3.74450, -0.46272], [-0.05413, 2.62269, -0.42910], [-2.95633, 7.37540, -0.66785], [-2.51440, 8.22541, -1.40832], [-3.96448, 7.46467, -0.00460], [-3.16300, 3.28433, 1.95522], [-3.42648, 5.35841, 0.98048], [-0.83897, 6.71139, -2.11388], [0.44994, 4.58285, -2.04356]],
  "atomic_forces_ev_per_a": [[0.602, 0.239, 0.585], [0.026, 0.093, -0.515], [0.444, -0.210, 0.141], [-0.309, -0.081, 0.173], [0.160, -0.184, -0.006], [-0.227, -0.039, -0.092], [0.435, 0.200, -0.136], [-0.382, 0.230, 0.050], [-0.742, 0.268, 0.364], [0.036, -0.139, -0.512], [0.420, -0.358, 0.193], [0.183, 0.327, -0.398], [-0.213, -0.220, 0.042], [0.164, -0.198, -0.325], [0.065, 0.240, -0.144], [-0.146, -0.041, 0.110], [0.028, 0.005, -0.205], [0.114, 0.004, 0.096], [0.041, -0.022, -0.014], [-0.014, 0.016, 0.005], [0.012, 0.013, 0.005], [-0.072, 0.000, -0.148], [-0.170, -0.052, 0.309], [-0.067, -0.025, -0.030], [0.061, -0.076, -0.052], [-0.040, 0.033, 0.099], [0.022, 0.013, 0.050], [0.194, -0.146, -0.116], [-0.183, -0.007, 0.235], [-0.035, 0.018, 0.222], [0.042, 0.091, 0.150], [0.004, 0.035, 0.048], [0.019, 0.007, -0.002], [-0.013, -0.019, -0.023], [0.013, 0.026, -0.004], [-0.012, -0.006, 0.001], [-0.367, 0.066, 0.003], [0.246, -0.143, -0.060], [-0.241, 0.165, 0.079], [0.169, -0.198, -0.025], [-0.025, 0.103, -0.113], [0.033, -0.006, 0.051], [-0.127, 0.133, -0.089], [0.137, -0.620, 0.163], [-0.318, 0.425, -0.250], [0.057, 0.008, -0.004], [0.004, 0.006, -0.032], [-0.047, -0.012, 0.067], [0.007, 0.057, 0.048], [-0.011, -0.003, -0.016], [-0.006, -0.007, -0.011], [0.029, -0.006, 0.032]],
  "total_energy_ha": -4290.50360,
  "total_charge": 2
}

| no. | molar mass (g/mol) |
| --- | --- |
| 1 | 690.04 |
| 2 | 805.44 |
| 3 | 704.67 |
| 4 | 631.03 |